8 unconnected molecules or ions with the total composition C20H26Cl8N4O2 at a distorted geometry. Source: OMol25; level of theory: wB97M-V/def2-TZVPD.

Values from the calculation:
Energy above the lowest of the compared OMol25 structures with the same formula, charge and spin: 0.00 kcal per mole
HOMO level: -9.4 eV
Frontier orbital gap: 9.71 eV

Geometry as XYZ:
```
60
Properties=species:S:1:pos:R:3:forces:R:3
N 1.72605 1.66153 5.84009 -0.35 0.42 0.49
C 2.11205 2.49327 4.89407 0.31 0.43 -0.31
C 2.54957 2.07179 3.64695 0.12 0.41 -0.19
C 2.58178 0.72336 3.36720 0.03 -0.16 -0.05
C 2.11121 -0.15284 4.33068 -0.13 -0.02 0.02
C 1.69079 0.38160 5.54482 0.03 -1.01 -0.06
H 2.08184 3.54268 5.15976 0.05 0.08 -0.14
H 2.84761 2.78421 2.88556 0.06 0.08 0.16
H 2.96371 0.38135 2.41246 -0.12 -0.11 0.03
H 2.04904 -1.21592 4.13648 0.08 0.00 0.09
H 1.32314 -0.26349 6.33718 0.03 -0.12 -0.08
N -1.68960 2.93544 0.05034 -0.09 -0.61 -0.75
C -1.39377 3.64934 -1.02927 0.07 0.41 0.09
C -1.61428 3.21859 -2.31857 0.01 -0.31 -0.37
C -2.18103 1.96328 -2.50294 0.24 0.04 0.10
C -2.49098 1.19996 -1.38503 -0.14 -0.02 -0.70
C -2.20044 1.71873 -0.14103 -0.26 0.21 0.43
H -0.93926 4.61841 -0.84417 -0.05 0.05 -0.03
H -1.30631 3.81947 -3.16318 -0.07 0.05 0.02
H -2.31138 1.56508 -3.50251 -0.15 0.06 0.04
H -2.95937 0.23393 -1.51977 0.16 -0.09 0.25
H -2.38415 1.15077 0.76373 -0.05 -0.08 -0.07
N 1.73097 -3.26412 -2.50255 0.39 0.30 -0.11
C 1.24877 -4.33277 -3.11097 -0.56 -0.52 -0.08
C 0.13012 -4.30660 -3.93771 -0.55 0.16 0.35
C -0.49737 -3.09022 -4.16717 0.25 0.01 -0.33
C 0.05796 -1.94713 -3.61716 0.22 -0.10 0.40
C 1.15374 -2.09367 -2.77470 0.21 0.23 -0.27
H 1.73000 -5.28279 -2.90437 0.06 0.05 0.08
H -0.34979 -5.21924 -4.26848 0.36 -0.05 -0.23
H -1.36268 -3.01724 -4.81562 -0.05 -0.09 0.12
H -0.35573 -0.96591 -3.78761 -0.10 0.10 -0.05
H 1.64614 -1.22196 -2.34906 -0.23 -0.03 0.17
C -2.60657 -1.52956 2.77953 0.57 0.30 -0.24
N -2.71316 -2.25101 1.48148 -0.18 0.18 0.10
O -3.52701 -3.13610 1.37588 -0.08 -0.17 0.03
O -1.97380 -1.86859 0.59485 0.05 -0.08 -0.10
H -1.57583 -1.66442 3.10444 -0.10 -0.15 0.15
H -3.33927 -1.89603 3.48072 -0.08 -0.13 0.01
H -2.71322 -0.47121 2.55245 -0.19 -0.02 0.05
C 0.84243 -3.76314 0.57248 0.30 -0.21 0.13
Cl 0.67511 -3.41772 2.30863 -0.14 0.02 0.04
Cl 0.00895 -5.24319 0.09473 -0.18 0.04 0.04
H 0.45626 -2.92456 0.01380 -0.11 0.04 -0.05
H 1.89514 -3.92794 0.39466 0.07 0.16 -0.14
C 1.40017 0.99865 -5.31720 -0.11 0.33 0.53
Cl -0.10107 0.71892 -6.19412 -0.05 0.08 -0.07
Cl 1.15385 1.99768 -3.84877 -0.03 -0.24 -0.26
H 1.77982 0.03919 -4.99440 0.16 -0.03 -0.04
H 2.08606 1.56739 -5.92638 0.07 -0.18 -0.24
C -1.23426 3.47198 2.65506 0.46 0.56 0.00
Cl -0.61508 4.68225 3.78066 -0.02 0.19 0.38
Cl -0.80112 1.83936 3.12912 -0.15 -0.33 0.17
H -2.30766 3.56523 2.57357 -0.07 -0.02 0.12
H -0.78221 3.66351 1.69199 -0.10 -0.02 0.38
C 1.19812 1.29766 -0.21164 -0.28 -0.11 -0.29
Cl 0.45989 -0.11154 0.55022 0.11 -0.03 -0.04
Cl 2.85316 0.95935 -0.73997 0.11 0.14 0.18
H 0.62396 1.52887 -1.10350 -0.03 -0.03 0.01
H 1.15897 2.13614 0.47422 0.25 -0.06 0.15
```
Forces are in eV/Å.

***

A molecular structure, C11H9Cl4N2O3OsS. Source: OMol25; level of theory: wB97M-V/def2-TZVPD.

Values from the calculation:
Energy above the lowest of the compared OMol25 structures with the same formula, charge and spin: 1.51 kcal per mole
HOMO level (alpha / beta): -11.2 / -11.2 eV
Net charge: +1
Frontier orbital gap (alpha / beta): 5.47 / 5.52 eV

Geometry as XYZ:
```
31
Properties=species:S:1:pos:R:3:forces:R:3
Os -0.13094 0.46460 1.17170 0.10 0.25 -0.15
Cl 3.04376 6.19754 -0.63987 0.01 0.04 -0.01
C 2.65610 4.56113 -0.35070 0.08 -0.09 -0.03
C 3.59244 3.54792 -0.71743 -0.08 0.10 0.03
Cl 5.07843 3.99298 -1.43398 0.03 0.01 -0.02
C 3.31249 2.21699 -0.49803 -0.08 -0.02 0.03
Cl 4.38553 0.94982 -0.90644 0.01 -0.01 0.00
C 2.08066 1.89888 0.09024 0.00 0.36 -0.04
O 1.66268 0.70187 0.40998 -0.38 -0.25 0.22
C 1.15526 2.89046 0.43796 0.28 -0.04 -0.12
O 0.05850 2.41816 0.97725 -0.14 -0.26 0.11
C 1.44278 4.24408 0.23006 0.00 -0.06 0.00
Cl 0.28939 5.41887 0.68714 -0.01 0.01 0.00
S -2.05649 0.64355 1.85702 0.15 -0.01 -0.02
C -1.42413 -2.05180 0.16822 -0.02 -0.01 -0.01
N -2.19323 -2.06837 -0.89972 0.01 0.01 0.01
C -3.47127 -2.74777 -0.63069 0.00 0.00 0.00
C -3.25998 -3.29241 0.80281 0.00 -0.01 0.00
N -1.95046 -2.73123 1.15845 0.00 0.01 0.01
H -1.99978 -1.53149 -1.72862 0.00 0.00 -0.01
H -3.64173 -3.53993 -1.35514 0.00 0.00 0.00
H -4.29148 -2.03412 -0.68415 0.00 0.00 0.00
H -3.22159 -4.37931 0.83113 0.00 0.00 0.00
H -4.02466 -2.94647 1.49456 0.00 0.00 0.00
H -1.47479 -2.83353 2.04274 0.00 -0.01 0.00
C 0.84767 -1.73334 -0.87031 0.00 0.00 0.00
C -0.07836 -1.41143 0.27721 0.04 -0.03 0.00
O 0.37441 -1.39065 1.54085 0.00 0.01 0.00
H 0.87577 -2.81457 -1.02589 0.00 0.00 0.00
H 1.84849 -1.38174 -0.64216 0.00 0.00 0.00
H 0.51456 -1.25869 -1.79423 0.00 0.00 0.00
```
Forces are in eV/Å.